Entry 1:
The following is a DFT calculation (wB97M-V/def2-TZVPD) of one molecule with the formula C7H14.

As for the total energy: -275.064917 hartree. The energy above the lowest of the compared OMol25 structures with the same formula, charge and spin is 32.2 kcal/mol. The value obtained for the HOMO energy is -9.70 eV. The LUMO energy is 1.24 eV. The SMILES is CC(C)CC1CC1.

Each line ends with the Löwdin charge.
Geometry (Å):
C 0.6554 -1.6104 -0.0189  -0.0861
C 0.9649 -0.2527 -0.6502  -0.4428
C 1.7223 -0.4958 -1.9613  -0.0915
C -0.3178 0.6129 -0.7545  -0.1533
C -0.6888 1.1503 0.6590  -0.2187
C -2.0129 1.3253 1.3959  -0.1639
C -1.1352 0.2695 1.9454  -0.1318
H -0.0166 -2.1870 -0.6689  0.0864
H 1.5706 -2.1940 0.1226  0.0776
H 0.1769 -1.5006 0.9525  0.0419
H 1.6436 0.2925 0.0228  0.1314
H 2.6331 -1.0731 -1.7489  0.0753
H 1.1260 -1.0904 -2.6650  0.0784
H 2.0296 0.4280 -2.4637  0.0725
H -0.1113 1.4978 -1.3884  0.1113
H -1.0977 0.0615 -1.3033  0.1163
H 0.0733 1.9086 0.8599  0.1199
H -2.1289 2.2110 2.0191  0.0982
H -2.9037 1.0055 0.8738  0.0969
H -1.4573 -0.7660 1.8144  0.0841
H -0.7254 0.4071 2.9577  0.0976

---

Entry 2:
The following is a DFT calculation (wB97M-V/def2-TZVPD) of C5H7N3 as an isolated structure.

As for the total energy: -358.819949 hartree. The energy above the lowest of the compared OMol25 structures with the same formula, charge and spin is 124.5 kcal/mol. The value obtained for the HOMO energy (alpha / beta) is -9.30 / -9.29 eV. The LUMO energy (alpha / beta) is -1.47 / -1.47 eV.

Each line ends with the Löwdin charge.
Geometry (Å):
C 2.0037 -1.4277 0.2173  -0.0402
N -0.1351 -0.3863 -0.2096  0.0772
C 1.2533 -0.2386 -0.2997  -0.4868
C -0.9835 0.5729 -0.0342  -0.2723
C -1.1575 1.8325 0.3250  0.0748
N 1.8731 0.7439 -0.8094  0.1565
C -2.5886 -0.4875 0.0541  -0.2064
N -3.6689 -0.1956 -0.2687  0.1157
H -1.8301 -1.3568 0.1326  0.1322
H 1.2640 1.4534 -1.2113  0.0493
H 1.6962 -2.3243 -0.3217  0.0804
H 1.7863 -1.5803 1.2754  0.0787
H 3.0694 -1.2702 0.0765  0.0761
H -0.6663 2.2189 1.2054  0.0864
H -1.9161 2.4457 -0.1319  0.0784

---

Entry 3:
The following is a DFT calculation (wB97M-V/def2-TZVPD) of one molecule with the formula C14H19N7O3.

As for the total energy: -1153.931137 hartree. The energy above the lowest of the compared OMol25 structures with the same formula, charge and spin is 5.7 kcal/mol. The value obtained for the HOMO energy is -8.70 eV. The LUMO energy is 0.37 eV. The SMILES is CCNc1nc(Oc2ccc(=O)n(C)n2)nc(N2CCOCC2)n1.

Each line ends with the Löwdin charge.
Geometry (Å):
C -4.2121 -4.1851 0.6497  -0.0857
H -4.2559 -5.2492 0.4355  0.0693
H -5.1928 -3.8583 0.9900  0.0673
H -3.4926 -4.0193 1.4473  0.0732
C -3.7914 -3.4185 -0.6011  -0.2469
N -3.7173 -1.9985 -0.3608  0.0530
C -2.5712 -1.3349 -0.1655  -0.3909
N -2.6723 -0.0544 0.1944  0.1837
C -1.5147 0.5876 0.3448  -0.3405
N -1.5399 1.8669 0.7450  -0.0552
C -2.7675 2.6243 0.8083  -0.1193
H -3.6042 1.9360 0.7000  0.1102
C -2.7643 3.6708 -0.3132  -0.1839
H -3.6209 4.3403 -0.2232  0.1265
O -1.6178 4.4887 -0.2451  -0.1315
C -0.4349 3.7280 -0.3450  -0.1844
H 0.3910 4.4377 -0.2796  0.1276
C -0.3513 2.6869 0.7779  -0.1129
H 0.5214 2.0470 0.6559  0.1094
H -0.3087 3.1989 1.7453  0.1335
H -0.4003 3.2153 -1.3189  0.1273
H -2.8023 3.1574 -1.2865  0.1294
H -2.8164 3.1298 1.7788  0.1319
N -0.3083 0.0252 0.1559  0.1921
C -0.3427 -1.2454 -0.1971  -0.3915
N -1.4169 -1.9826 -0.3799  0.2063
O 0.8232 -1.8924 -0.3793  0.1061
C 1.9690 -1.1522 -0.3529  -0.3110
N 2.9256 -1.6265 0.3833  0.1865
N 4.0896 -1.0078 0.4182  -0.1055
C 4.4053 0.1689 -0.2521  -0.4491
O 5.5075 0.6701 -0.1267  0.0481
C 3.3215 0.6714 -1.0728  0.0478
C 2.1343 0.0268 -1.1347  0.0130
H 1.3244 0.3737 -1.7563  0.1175
H 3.5186 1.5702 -1.6364  0.1195
C 5.1062 -1.6201 1.2421  -0.0110
H 5.9688 -1.8797 0.6272  0.0954
H 5.4342 -0.9123 2.0041  0.0945
H 4.6792 -2.5080 1.6986  0.0893
H -4.5588 -1.5050 -0.1062  0.1436
H -4.5069 -3.5984 -1.4099  0.1131
H -2.7969 -3.7319 -0.9198  0.1038

---

Entry 4:
The following is a DFT calculation (wB97M-V/def2-TZVPD) of one molecule with the formula C20H31ClN2O4S.

As for the total energy: -2049.576935 hartree. The energy above the lowest of the compared OMol25 structures with the same formula, charge and spin is 4.1 kcal/mol. The value obtained for the HOMO energy is -9.44 eV. The LUMO energy is 0.41 eV. The SMILES is CC(C)OCCCNC(=O)[C@H]1CC[C@H](CNS(=O)(=O)c2ccc(Cl)cc2)CC1.

Each line ends with the Löwdin charge.
Geometry (Å):
C 6.2832 4.4663 -0.6321  -0.0487
H 6.0991 3.6273 0.0349  0.0683
H 5.3944 5.0918 -0.6713  0.0851
H 7.1059 5.0500 -0.2274  0.0792
C 6.6403 3.9825 -2.0400  -0.4569
C 7.0227 5.1573 -2.9353  -0.0452
H 7.2468 4.7991 -3.9358  0.0794
H 6.1923 5.8552 -2.9977  0.0823
H 7.8929 5.6694 -2.5350  0.0786
O 5.5652 3.3242 -2.6883  -0.1372
C 5.2244 2.0391 -2.2177  -0.2154
C 3.9375 2.0329 -1.3860  -0.1501
H 3.7425 1.0153 -1.0436  0.1205
C 2.7581 2.5262 -2.2263  -0.1761
N 1.5340 2.5962 -1.4604  0.0684
C 0.5745 1.6481 -1.5394  -0.4807
O 0.6301 0.7160 -2.3136  0.0694
C -0.5845 1.8295 -0.5622  -0.2369
C -1.9047 1.5539 -1.2840  -0.1427
C -3.0807 1.5274 -0.3135  -0.1521
C -2.8473 0.4699 0.7646  -0.3188
C -1.5722 0.8160 1.5326  -0.1484
C -0.3795 0.8289 0.5817  -0.1343
H -0.2502 -0.1668 0.1517  0.1162
H 0.5331 1.0784 1.1293  0.1229
H -1.6837 1.7961 2.0038  0.1264
H -1.3867 0.0796 2.3181  0.0971
H -2.6962 -0.4909 0.2655  0.1195
C -4.0714 0.3361 1.6811  -0.1996
N -3.9536 -0.6669 2.7114  -0.1255
S -4.0624 -2.2747 2.3115  0.6410
O -5.1187 -2.4117 1.3571  -0.2767
O -4.1229 -2.9839 3.5535  -0.2830
C -2.5018 -2.6923 1.5201  -0.2832
C -2.4553 -2.9209 0.1578  -0.0636
C -1.2377 -3.1596 -0.4562  -0.0819
C -0.0816 -3.1664 0.3142  -0.6744
C -0.1324 -2.9647 1.6878  -0.0905
C -1.3556 -2.7265 2.2904  -0.0657
H -1.4338 -2.5824 3.3569  0.1200
H 0.7751 -2.9910 2.2698  0.1093
Cl 1.4414 -3.4293 -0.4447  0.6989
H -1.1780 -3.3278 -1.5198  0.1128
H -3.3775 -2.9052 -0.4021  0.1203
H -3.2620 -0.4921 3.4209  0.1042
H -4.2912 1.2933 2.1635  0.1326
H -4.9374 0.0363 1.0876  0.1189
H -3.9989 1.3041 -0.8589  0.1206
H -3.1987 2.5082 0.1539  0.1227
H -1.8192 0.5914 -1.7911  0.1224
H -2.0655 2.3190 -2.0463  0.1242
H -0.5896 2.8480 -0.1602  0.1442
H 1.4735 3.3077 -0.7498  0.1399
H 2.5732 1.8319 -3.0482  0.1251
H 2.9929 3.5120 -2.6352  0.1246
H 4.0533 2.6767 -0.5121  0.0995
H 5.0685 1.4153 -3.1058  0.1283
H 6.0498 1.6094 -1.6363  0.1235
H 7.4948 3.2869 -1.9682  0.1411

---

Entry 5:
The following is a DFT calculation (wB97M-V/def2-TZVPD) of a 2-piece molecular cluster, C8H21N2Si overall.

As for the total energy: -716.051705 hartree. The energy above the lowest of the compared OMol25 structures with the same formula, charge and spin is 80.9 kcal/mol. The value obtained for the HOMO energy is -12.14 eV. The LUMO energy is -3.84 eV. The charge is +1.

Each line ends with the Löwdin charge.
Geometry (Å):
C -4.2284 0.5484 -0.4982  -0.0349
C -3.0167 1.0532 -0.8943  -0.2693
C -0.4012 1.4299 3.1575  -0.0700
C 1.0859 1.3708 1.2561  0.0013
C 2.1311 -1.0769 -2.4771  -0.1533
C 3.0408 -1.2739 -0.3123  -0.1319
C -1.4169 -1.8114 -0.9568  -0.2016
C -1.1353 0.5674 1.2019  -0.0442
N -0.2204 1.1028 1.8433  -0.2531
N 2.5075 -0.3567 -1.3087  -0.1842
Si -1.3753 0.1251 -0.7624  0.7409
H -5.1737 1.1584 -0.4914  0.0855
H -4.3885 -0.4357 -0.1818  0.0284
H -3.0707 2.0652 -1.4543  0.0889
H 0.0956 2.4572 3.3334  0.1375
H -1.4422 1.5239 3.5870  0.1329
H 0.1808 0.8461 3.9419  0.1380
H 1.1709 2.4482 1.2786  0.1122
H 1.8706 1.0711 1.9824  0.1188
H 1.3106 0.8044 0.3445  0.0510
H 2.5619 -1.9291 -2.8288  0.0435
H 1.1408 -1.5440 -2.1805  0.0632
H 1.9948 -0.3438 -3.3088  0.1077
H 3.8529 -1.8588 -0.7719  0.0966
H 3.4729 -0.7256 0.4337  0.0395
H 2.4155 -1.9687 0.2076  0.0762
H -0.8095 -2.0682 -1.8623  0.0142
H -0.8202 -2.4960 -0.2435  0.0628
H -2.4332 -2.1894 -0.8591  0.0150
H -2.0738 0.5610 1.6865  0.0843
H 3.2671 0.2680 -1.4991  0.1041
H -0.0938 0.6768 -1.3632  0.0002

---

Entry 6:
The following is a DFT calculation (wB97M-V/def2-TZVPD) of one molecule with the formula C4H8O2.

As for the total energy: -307.641373 hartree. The energy above the lowest of the compared OMol25 structures with the same formula, charge and spin is 44.6 kcal/mol. The value obtained for the HOMO energy is -9.69 eV. The LUMO energy is 0.99 eV. The SMILES is OC[C@H]1CCO1.

Each line ends with the Löwdin charge.
Geometry (Å):
O -1.7832 0.4469 -0.8117  -0.0595
C -1.4770 -0.5835 0.1041  -0.2118
C 0.0053 -0.6680 0.4302  -0.3080
C 0.9813 -0.2288 -0.6720  -0.0831
C 1.3349 0.9090 0.2968  -0.1732
O 0.3961 0.4349 1.2759  -0.0979
H -1.5634 1.2849 -0.3854  0.0937
H -2.0173 -0.4459 1.0541  0.1276
H -1.8213 -1.5142 -0.3566  0.1263
H 0.2287 -1.6328 0.9099  0.1461
H 1.7893 -0.9265 -0.8968  0.1074
H 0.4834 0.0904 -1.5901  0.1063
H 1.0827 1.9224 -0.0425  0.1135
H 2.3605 0.9113 0.6842  0.1126

---

Entry 7:
The following is a DFT calculation (wB97M-V/def2-TZVPD) of one molecule with the formula C6H5ClN2S.

As for the total energy: -1199.393133 hartree. The energy above the lowest of the compared OMol25 structures with the same formula, charge and spin is 31.6 kcal/mol. The value obtained for the HOMO energy is -8.63 eV. The LUMO energy is -0.70 eV.

Each line ends with the Löwdin charge.
Geometry (Å):
C 1.9108 -0.5378 0.5650  -0.2622
C -0.3960 -1.2423 0.7716  -0.0665
C 0.8573 -1.3982 0.3204  -0.1287
C -0.9746 1.0541 0.5829  -0.0647
C -0.7183 -0.0208 1.6024  -0.1502
C 0.1894 1.6108 -1.5445  -0.6165
N 2.8231 0.1654 0.5068  0.1824
N -0.3085 1.1482 -0.5221  0.0178
S 0.5878 1.5111 -3.0383  0.5389
Cl -0.4998 0.2236 -4.2508  0.0105
H -1.2896 -1.7838 0.2486  0.1593
H 1.1458 -2.2170 -0.2928  0.1059
H -1.9039 1.4630 0.6693  0.0918
H -1.5419 -0.1821 2.1819  0.0810
H 0.1182 0.2056 2.1996  0.1012

---

Entry 8:
The following is a DFT calculation (wB97M-V/def2-TZVPD) of one molecule with the formula C5H13NO.

As for the total energy: -328.269345 hartree. The energy above the lowest of the compared OMol25 structures with the same formula, charge and spin is 31.1 kcal/mol. The value obtained for the HOMO energy is -8.81 eV. The LUMO energy is 0.98 eV. The SMILES is CN[C@H](C)[C@@H](C)O.

Each line ends with the Löwdin charge.
Geometry (Å):
C -0.4634 1.3538 1.8720  -0.1098
N -0.5996 0.7655 0.5436  -0.1090
C -0.1839 -0.5773 0.2139  -0.3539
C 0.3874 -0.5039 -1.2652  -0.3878
C -0.6928 -0.2902 -2.3263  -0.0492
O 1.3096 0.5933 -1.4093  -0.0605
C 0.9922 -1.0391 1.1066  -0.0525
H -0.5770 2.4292 1.9315  0.0769
H -1.1565 0.8340 2.5572  0.0799
H 0.4981 1.0878 2.3082  0.0632
H -1.4726 1.0192 0.1123  0.1142
H -1.0467 -1.2570 0.2928  0.1399
H 0.9628 -1.4270 -1.3860  0.1269
H -1.6676 -0.7220 -2.1043  0.0707
H -0.7821 0.7956 -2.3577  0.0786
H -0.3907 -0.6837 -3.2949  0.0746
H 1.0956 1.0760 -0.5996  0.0616
H 1.6766 -0.1934 1.0607  0.0797
H 1.4456 -1.9124 0.6472  0.0765
H 0.6649 -1.3485 2.0975  0.0799

---

Entry 9:
The following is a DFT calculation (wB97M-V/def2-TZVPD) of C3H5KLiMgO4 as an isolated structure.

As for the total energy: -1225.735862 hartree. The energy above the lowest of the compared OMol25 structures with the same formula, charge and spin is 1.9 kcal/mol. The value obtained for the HOMO energy is -11.87 eV. The LUMO energy is -3.83 eV. The charge is +1.

Each line ends with the Löwdin charge.
Geometry (Å):
H 1.2502 -2.0726 -0.5008  0.1782
K -0.0273 3.0039 -1.4528  0.9293
O 2.5594 -0.6078 0.0661  0.0410
O 0.4487 -0.6457 0.7353  -0.0990
C -0.9172 -1.1100 0.4958  -0.1074
C -1.6016 -0.0708 -0.3906  -0.3296
O -1.3171 1.2221 0.0348  -0.4118
C 1.4715 -1.1306 0.0294  -0.2817
H -0.8946 -2.1126 0.0514  0.1386
H -1.3742 -1.1592 1.4915  0.1418
H -2.6840 -0.2981 -0.3674  0.1322
H -1.2711 -0.2346 -1.4360  0.1260
O 1.3474 2.3343 0.0936  -1.0355
Mg 0.1871 1.4669 1.2475  0.8686
Li 2.8229 1.4148 -0.0977  0.7093

---

Entry 10:
The following is a DFT calculation (wB97M-V/def2-TZVPD) of C12H30InN2O8P as an isolated structure.

As for the total energy: -1717.992858 hartree. The energy above the lowest of the compared OMol25 structures with the same formula, charge and spin is 0.0 kcal/mol. The value obtained for the HOMO energy is -8.35 eV. The LUMO energy is -4.18 eV.

Each line ends with the Löwdin charge.
Geometry (Å):
In -1.1819 -0.5921 -0.4713  1.1157
P -1.1533 2.5362 -1.4075  -0.0233
O -1.2121 1.4262 -2.5103  -0.1797
O -1.0905 3.9703 -1.8277  -0.2655
O 0.0061 1.9738 -0.5289  -0.3104
O -2.4315 2.0455 -0.6640  -0.2220
C -4.7386 -1.6953 -0.2853  -0.1139
O -3.8939 -1.1539 0.7068  -0.2857
C -4.4745 -0.0402 1.3551  -0.2209
C -3.5652 0.4788 2.4622  -0.1705
N -2.2507 0.7929 1.9090  -0.0931
C -1.2285 1.1404 2.8734  -0.1746
C -0.7350 -0.1200 3.5799  -0.2197
O -0.2931 -1.0580 2.6156  -0.2496
C 0.2924 -2.1973 3.2352  -0.0852
H -5.4379 -2.4098 0.1599  0.0926
H -4.1141 -2.1966 -1.0253  0.0762
H -5.3239 -0.9423 -0.8230  0.0960
H -5.4388 -0.2706 1.8235  0.1302
H -4.6167 0.7425 0.6013  0.1241
H -3.4731 -0.2690 3.2509  0.1205
H -3.9928 1.4065 2.8638  0.1311
H -2.4165 1.4852 1.1765  0.0574
H -1.6221 1.8253 3.6356  0.1257
H -0.3816 1.5706 2.3385  0.1221
H -1.5010 -0.5896 4.2036  0.1161
H 0.1275 0.1875 4.1853  0.1295
H 1.3508 -1.9913 3.4300  0.0960
H 0.3094 -2.9252 2.4238  0.0689
H -0.2142 -2.5553 4.1288  0.0941
C 2.1603 -2.9401 0.5460  -0.1110
O 1.3894 -1.7636 0.4695  -0.3081
C 2.2089 -0.6219 0.3273  -0.2237
C 2.6659 -0.4230 -1.1129  -0.1668
N 1.4742 -0.0905 -1.9060  -0.0785
C 1.7041 0.1457 -3.3417  -0.1675
C 2.6413 1.3137 -3.6534  -0.2263
O 4.0097 1.0283 -3.4106  -0.1917
C 4.7711 2.1774 -3.7257  -0.1165
H 1.4992 -3.7199 0.9331  0.0826
H 2.9642 -2.9020 1.2900  0.0972
H 2.5819 -3.2856 -0.3999  0.0910
H 3.0111 -0.6064 1.0729  0.1291
H 1.6290 0.2613 0.6133  0.1074
H 3.1495 -1.2758 -1.5857  0.1239
H 3.3373 0.4375 -1.1372  0.1205
H 1.0066 0.7465 -1.5563  0.0124
H 0.7288 0.4250 -3.7433  0.1041
H 2.0268 -0.7780 -3.8236  0.1253
H 2.3205 2.2340 -3.1505  0.1297
H 2.4989 1.5612 -4.7160  0.1228
H 5.8207 1.9600 -3.5498  0.0865
H 4.4888 3.0318 -3.0999  0.0892
H 4.6075 2.5095 -4.7549  0.0862